1.
C14H14BrNO2Tl | ωB97M-V/def2-TZVPD

Element x y z (Å)
C (-1.6689, -0.4482, -1.7750)
C (-1.3972, 0.9159, -1.3645)
C (-1.3633, 0.9499, 0.0537)
C (-1.6852, -0.3462, 0.5361)
C (-1.8142, -1.2365, -0.5648)
Tl (1.0999, -0.8772, -0.0291)
N (1.4103, -3.9025, 0.7250)
C (2.0155, 0.6588, -1.2339)
C (1.7372, 1.9955, -1.0713)
H (-1.1238, 1.8132, 0.6400)
H (-1.2925, 1.7606, -2.0614)
H (-1.8938, -0.6037, 1.5396)
H (-2.0527, -2.3065, -0.5351)
H (-1.8129, -0.8045, -2.8287)
H (1.0519, 2.5429, -1.7647)
H (2.9237, 0.2227, -0.6886)
H (1.3350, -3.3144, -0.1793)
H (2.2609, 2.5102, -0.1889)
H (1.5018, 0.0181, -2.0377)
Br (-1.9026, -0.5321, 4.3223)
C (-0.1584, -0.3336, 4.9737)
C (0.1091, -0.4779, 6.3419)
C (1.3973, -0.2186, 6.8478)
C (2.4137, 0.2069, 6.0058)
C (2.1833, 0.3309, 4.6384)
C (0.9167, 0.0306, 4.1173)
C (0.7477, -0.0279, 2.6210)
O (1.2041, 0.9205, 1.9044)
O (0.1800, -1.1001, 2.1990)
H (-0.6936, -0.7871, 6.9959)
H (1.5777, -0.3437, 7.9067)
H (3.4033, 0.4476, 6.3845)
H (2.9560, 0.6541, 3.9221)

Properties
E_tot = -3493.3764 Ha
Strongest force on any atom = 0.098 hartree/bohr
ΔE to the lowest compared entry with this formula, charge and spin = 33.96 kcal per mole
Net charge = -1
Orbital gap (spin up / spin down) = 5.083 / 5.041 eV

The computed Mulliken charges, all in e, follow: -0.3873, -0.5255, -0.5925, -0.2321, -0.9102, 0.4067, -0.2667, -0.1995, -0.4086, 0.3473, 0.4746, 0.2828, 0.4172, 0.3297, 0.2360, 0.1741, 0.3027, 0.1597, 0.1446, -0.1205, -0.0714, -0.3223, -0.5031, -0.4831, -0.4969, 0.3132, 0.8367, -0.7241, -0.6013, 0.3722, 0.3520, 0.3537, 0.3418

2.
C14H14Cl2N2OS2 | ωB97M-V/def2-TZVPD

Element x y z (Å)
C (2.5519, -0.8572, 2.8045)
C (3.2836, -0.2480, 1.6592)
C (4.5940, 0.1060, 1.6300)
S (5.0218, 0.7910, 0.1013)
C (3.3637, 0.5492, -0.3961)
S (2.8527, 1.0252, -1.9824)
C (1.2199, 0.2204, -2.1033)
C (0.0694, 1.0413, -1.5222)
O (-0.8294, 1.4567, -2.2200)
N (0.1701, 1.2405, -0.1973)
C (-0.8940, 1.8364, 0.5699)
C (-1.7707, 0.7548, 1.2289)
C (-2.3386, -0.1309, 0.1611)
C (-1.6858, -1.3006, -0.2064)
C (-2.1338, -2.0885, -1.2503)
C (-3.2633, -1.6987, -1.9502)
Cl (-3.8354, -2.6616, -3.2604)
C (-3.9431, -0.5412, -1.6105)
C (-3.4712, 0.2317, -0.5636)
Cl (-4.3271, 1.6752, -0.1698)
N (2.6061, 0.0125, 0.5044)
H (1.7722, -0.1805, 3.1518)
H (3.2362, -1.0598, 3.6227)
H (2.0791, -1.7867, 2.4923)
H (5.3272, 0.0109, 2.4037)
H (1.0483, 0.0832, -3.1701)
H (1.2987, -0.7442, -1.6035)
H (0.9237, 0.7663, 0.2995)
H (-0.4646, 2.4887, 1.3345)
H (-1.4984, 2.4312, -0.1181)
H (-2.5680, 1.2413, 1.7904)
H (-1.1614, 0.1645, 1.9156)
H (-0.8028, -1.5999, 0.3396)
H (-1.6119, -2.9916, -1.5241)
H (-4.8190, -0.2376, -2.1610)

Properties
E_tot = -2443.4461 Ha
Strongest force on any atom = 0.016 hartree/bohr
Orbital gap = 9.031 eV

The computed Mulliken charges, all in e, follow: -1.1196, 0.0786, -0.3310, -0.1606, 0.2883, -0.1399, -0.7546, 0.6726, -0.6495, 0.2026, -0.8034, -1.2816, -0.0429, -0.0493, -0.9607, 0.4497, -0.2261, -0.8577, 0.9939, -0.2282, -0.3354, 0.2375, 0.3643, 0.2762, 0.4254, 0.4393, 0.3120, 0.2120, 0.3831, 0.4869, 0.4500, 0.3572, 0.4457, 0.4397, 0.4252

3.
C14H14ClInNO2 | ωB97M-V/def2-TZVPD

Element x y z (Å)
C (4.3145, -0.2399, -0.3421)
C (3.6011, -0.1489, -1.6032)
C (2.3738, -0.8561, -1.4750)
C (2.3209, -1.3955, -0.1036)
C (3.5246, -1.0076, 0.5529)
In (1.2223, 1.0225, 0.0315)
N (1.9775, 2.1211, 1.9086)
C (1.6468, 2.9338, -0.5668)
C (1.5578, 2.4096, -1.8979)
H (1.6320, -1.0339, -2.2351)
H (3.9695, 0.2938, -2.4999)
H (1.5564, -2.0523, 0.2612)
H (3.7940, -1.2935, 1.5662)
H (5.2964, 0.1503, -0.1565)
H (2.4383, 2.3537, -2.5640)
H (0.6506, 3.3405, -0.0604)
H (1.0170, 2.2815, 2.4318)
H (0.7327, 2.6483, -2.5378)
H (2.7293, 3.1357, -0.1547)
Cl (-6.5960, -2.2271, 1.5818)
C (-5.0422, -1.6848, 1.1173)
C (-4.8714, -0.5031, 0.3703)
C (-3.6278, -0.0632, 0.0275)
C (-2.4670, -0.7406, 0.4163)
C (-2.6402, -1.9333, 1.1503)
C (-3.8865, -2.3944, 1.4714)
C (-1.1068, -0.1924, 0.1117)
O (-0.8957, 0.6709, -0.7286)
O (-0.1394, -0.6549, 0.9237)
H (-5.7991, 0.0480, 0.0786)
H (-3.5132, 0.8644, -0.5769)
H (-1.7427, -2.5002, 1.4616)
H (-4.0276, -3.3524, 2.0397)

Properties
E_tot = -1397.2717 Ha
Strongest force on any atom = 0.113 hartree/bohr
Net charge = -1
Orbital gap (spin up / spin down) = 5.452 / 5.459 eV

The computed Mulliken charges, all in e, follow: -0.5150, -0.6691, -0.7353, -0.6097, -0.4972, 0.4967, -0.5814, 0.0305, -0.7420, 0.4860, 0.5497, 0.5748, 0.3554, 0.4240, 0.2000, 0.2233, 0.0430, 0.2671, 0.2408, -0.2281, 0.3509, -0.4527, -0.2485, -0.0474, -0.2144, -0.4616, 0.9184, -0.7183, -0.7536, 0.3016, 0.3358, 0.3784, 0.2981

4.
C14H14CoF2 | ωB97M-V/def2-TZVPD

Element x y z (Å)
Co (-0.4647, 0.1429, 0.2980)
C (0.0517, 2.4218, 1.5386)
C (-0.6712, 3.5826, 1.4203)
C (-0.4122, 4.4058, 0.3126)
C (0.6314, 4.1453, -0.6146)
C (1.3151, 2.9459, -0.4408)
C (1.0628, 2.0694, 0.5993)
H (-0.1402, 1.9286, 2.4738)
H (-1.4573, 3.9103, 2.1864)
H (-1.0522, 5.3082, 0.2409)
H (0.6965, 4.7424, -1.5631)
H (1.9965, 2.7204, -1.2318)
H (1.5845, 1.1522, 0.7373)
F (-1.9614, 1.3033, -1.7979)
C (-0.9593, 0.4075, -1.6008)
F (-1.4870, -0.8086, -1.9547)
H (-0.3466, 0.6226, -2.5005)
C (-0.2010, -1.3944, 1.8136)
C (0.0698, -2.3032, 0.8178)
C (1.3229, -2.8082, 0.3619)
C (1.5032, -3.7337, -0.7265)
C (0.3801, -4.2803, -1.1972)
C (-0.9080, -3.8809, -0.7745)
C (-1.0571, -2.8412, 0.0832)
H (0.5205, -0.8383, 2.4083)
H (-1.2368, -1.1822, 2.1891)
H (2.1707, -2.3912, 0.9352)
H (2.5808, -3.7632, -0.9088)
H (0.3356, -4.9906, -2.0372)
H (-1.8584, -4.1952, -1.2908)
H (-2.0087, -2.3980, 0.2229)

Properties
E_tot = -2123.9557 Ha
Strongest force on any atom = 0.103 hartree/bohr
ΔE to the lowest compared entry with this formula, charge and spin = 13.48 kcal per mole
2S+1 = 5
Net charge = +1
Orbital gap (spin up / spin down) = 8.761 / 7.341 eV

The computed Mulliken charges, all in e, follow: 0.2523, 0.0242, -0.6114, -0.1650, -0.6823, -0.2285, -0.6727, 0.4349, 0.3363, 0.3481, 0.3406, 0.4165, 0.7301, -0.2690, 0.2172, -0.2531, 0.4110, -1.3325, 0.6792, -0.3843, -0.6722, -0.1861, -0.5699, -0.0773, 0.6040, 0.4724, 0.3677, 0.3847, 0.3534, 0.3258, 0.4059

5.
C14H14FLaN | ωB97M-V/def2-TZVPD

Element x y z (Å)
C (1.3598, -1.0621, -1.7136)
C (1.8998, 0.2591, -1.6580)
C (0.9480, 1.1489, -2.2317)
C (-0.1780, 0.3840, -2.6460)
C (0.0754, -0.9804, -2.3342)
La (-0.2502, 0.1491, 0.2171)
C (1.9125, -0.5032, 2.3012)
C (2.0857, -1.7582, 2.7437)
C (1.8071, -3.0459, 2.2658)
N (-1.6583, -1.7352, 0.4513)
H (1.0756, 2.2286, -2.3696)
H (2.8876, 0.5232, -1.2799)
H (-1.0558, 0.7638, -3.1749)
H (-0.5598, -1.8206, -2.5860)
H (1.8619, -1.9741, -1.4054)
H (2.8479, -0.0889, 2.1277)
H (-0.8680, -2.1220, 1.0912)
H (1.0503, 0.1902, 2.4616)
H (2.9721, -3.5719, 2.5565)
H (1.0755, -3.7961, 1.8931)
F (-5.7866, 3.8800, 0.6757)
C (-4.6704, 3.0923, 0.5314)
C (-4.8311, 1.7487, 0.1838)
C (-3.6759, 0.9478, 0.0355)
C (-2.4419, 1.5291, 0.2360)
C (-2.2636, 2.8530, 0.5974)
C (-3.4081, 3.6714, 0.7468)
H (-5.8413, 1.3426, 0.0305)
H (-3.7792, -0.1065, -0.2273)
H (-1.2739, 3.2833, 0.7543)
H (-3.3341, 4.7256, 1.0215)

Properties
E_tot = -727.7845 Ha
Strongest force on any atom = 0.143 hartree/bohr
ΔE to the lowest compared entry with this formula, charge and spin = 140.83 kcal per mole
Net charge = -1
Orbital gap (spin up / spin down) = 5.166 / 3.399 eV

The computed Mulliken charges, all in e, follow: -0.4645, -0.5579, -0.6155, -0.5071, -0.3738, 0.8800, -0.6303, -0.1382, -0.5289, -0.7689, 0.4054, 0.4326, 0.4259, 0.3327, 0.4163, 0.3149, 0.0208, 0.3315, 0.1360, 0.3843, -0.3352, 0.2874, -0.4157, -0.3350, -0.1912, -0.2509, -0.5310, 0.3499, 0.3617, 0.2117, 0.3530

6.
C14H14IIrN2O9P2Te4 | ωB97M-V/def2-TZVPD

Element x y z (Å)
Ir (-0.8786, -0.1753, -1.2441)
C (-2.9314, -3.4238, 1.2589)
C (-1.7218, -2.8017, 1.8830)
N (-1.4828, -2.9908, 3.1562)
C (-0.3990, -2.4095, 3.7150)
C (0.4844, -1.6247, 3.0241)
C (1.7316, -1.1482, 3.7324)
O (2.1471, 0.1732, 3.4235)
C (0.2223, -1.3625, 1.6586)
C (1.1592, -0.5978, 0.8814)
N (0.9098, -0.1077, -0.2833)
C (2.0121, 0.4015, -1.0350)
C (2.9720, 1.2254, -0.4597)
C (4.0375, 1.6875, -1.2172)
C (4.1575, 1.3291, -2.5503)
C (3.2103, 0.4975, -3.1320)
C (2.1490, 0.0406, -2.3736)
I (0.7132, -1.2301, -3.2049)
C (-0.8969, -1.9686, 1.0536)
O (-1.2297, -1.8830, -0.1976)
H (-3.4839, -3.9757, 2.0160)
H (-2.6465, -4.0923, 0.4440)
H (-3.5630, -2.6513, 0.8148)
H (-0.2528, -2.5975, 4.7736)
H (2.5746, -1.7877, 3.4549)
H (1.5798, -1.2723, 4.8085)
H (1.5991, 0.8090, 3.9005)
H (2.1660, -0.4882, 1.2679)
H (2.8569, 1.5239, 0.5742)
H (4.7671, 2.3437, -0.7612)
H (4.9827, 1.6983, -3.1449)
H (3.2936, 0.2134, -4.1722)
O (-1.6011, 3.8503, -2.6560)
P (-1.6775, 2.3119, -3.1130)
O (-1.6238, 2.1860, -4.5779)
O (-0.6031, 1.6214, -2.2603)
O (-3.1550, 1.9309, -2.5193)
P (-3.6458, 0.4144, -2.3074)
O (-4.6411, 0.2238, -3.5498)
O (-2.4043, -0.4282, -2.6243)
O (-4.3038, 0.1999, -1.0047)
H (-1.7346, 4.3999, -3.4359)
H (-4.5656, -0.6657, -3.9092)
Te (-0.1669, 2.6076, 3.6990)
Te (2.0419, 3.6750, 4.5890)
Te (-2.1289, 1.2855, 0.5769)
Te (-0.0299, 3.0327, 1.0277)

Properties
E_tot = -3485.8405 Ha
Strongest force on any atom = 0.013 hartree/bohr
ΔE to the lowest compared entry with this formula, charge and spin = 2.78 kcal per mole
2S+1 = 2
Net charge = -1
Orbital gap (spin up / spin down) = 6.304 / 4.776 eV

The computed Mulliken charges, all in e, follow: 0.8706, -1.1414, 0.6475, -0.7138, -1.0200, 0.9230, -1.1740, -0.2439, 0.0594, 0.0873, 0.3877, 0.2797, -0.2832, -0.8697, -0.5834, -0.4560, -0.0278, 0.0831, 0.5773, -0.8274, 0.3830, 0.2636, 0.2461, 0.3208, 0.3068, 0.4026, -0.0055, 0.6956, 0.5051, 0.3946, 0.3714, 0.3732, -0.5050, 0.5055, -0.7620, 0.0491, -0.0394, 0.5131, -0.4973, -0.6983, -0.6091, 0.2910, 0.3053, -0.0255, -0.2534, -0.0558, -0.0505

The highest strongest force on any atom belongs to which entry?
C14H14FLaN

Among the records above, which one has the lowest strongest force on any atom?
C14H14IIrN2O9P2Te4

Please write out number 4 again, unchanged.
C14H14CoF2 | ωB97M-V/def2-TZVPD

Element x y z (Å)
Co (-0.4647, 0.1429, 0.2980)
C (0.0517, 2.4218, 1.5386)
C (-0.6712, 3.5826, 1.4203)
C (-0.4122, 4.4058, 0.3126)
C (0.6314, 4.1453, -0.6146)
C (1.3151, 2.9459, -0.4408)
C (1.0628, 2.0694, 0.5993)
H (-0.1402, 1.9286, 2.4738)
H (-1.4573, 3.9103, 2.1864)
H (-1.0522, 5.3082, 0.2409)
H (0.6965, 4.7424, -1.5631)
H (1.9965, 2.7204, -1.2318)
H (1.5845, 1.1522, 0.7373)
F (-1.9614, 1.3033, -1.7979)
C (-0.9593, 0.4075, -1.6008)
F (-1.4870, -0.8086, -1.9547)
H (-0.3466, 0.6226, -2.5005)
C (-0.2010, -1.3944, 1.8136)
C (0.0698, -2.3032, 0.8178)
C (1.3229, -2.8082, 0.3619)
C (1.5032, -3.7337, -0.7265)
C (0.3801, -4.2803, -1.1972)
C (-0.9080, -3.8809, -0.7745)
C (-1.0571, -2.8412, 0.0832)
H (0.5205, -0.8383, 2.4083)
H (-1.2368, -1.1822, 2.1891)
H (2.1707, -2.3912, 0.9352)
H (2.5808, -3.7632, -0.9088)
H (0.3356, -4.9906, -2.0372)
H (-1.8584, -4.1952, -1.2908)
H (-2.0087, -2.3980, 0.2229)

Properties
E_tot = -2123.9557 Ha
Strongest force on any atom = 0.103 hartree/bohr
ΔE to the lowest compared entry with this formula, charge and spin = 13.48 kcal per mole
2S+1 = 5
Net charge = +1
Orbital gap (spin up / spin down) = 8.761 / 7.341 eV

The computed Mulliken charges, all in e, follow: 0.2523, 0.0242, -0.6114, -0.1650, -0.6823, -0.2285, -0.6727, 0.4349, 0.3363, 0.3481, 0.3406, 0.4165, 0.7301, -0.2690, 0.2172, -0.2531, 0.4110, -1.3325, 0.6792, -0.3843, -0.6722, -0.1861, -0.5699, -0.0773, 0.6040, 0.4724, 0.3677, 0.3847, 0.3534, 0.3258, 0.4059

Which of these has the highest E_tot?
C14H14FLaN